Density functional theory data (ωB97M-V with the def2-TZVPD basis set) for a molecular structure, C4H12N2O2.

- orbital gap (eV) = 10.0
- energy relative to the best compared isomer or geometry (same formula, charge and spin) (kcal/mol) = 8.47

Element x y z (Å)
N 1.69 -1.56 2.60
C 0.81 -1.09 1.67
O -0.16 -0.34 2.12
O 1.00 -1.41 0.48
H 1.34 -1.59 3.56
H 2.26 -2.34 2.35
C -1.19 0.25 -0.87
C 0.08 1.10 -1.02
C 0.86 0.74 -2.28
N -1.84 0.38 0.45
H -1.91 0.52 -1.63
H -0.90 -0.83 -0.97
H 0.72 0.95 -0.14
H -0.20 2.16 -1.02
H 1.17 -0.33 -2.27
H 0.26 0.91 -3.21
H 1.77 1.34 -2.37
H -0.92 0.00 1.36
H -2.11 1.37 0.68
H -2.71 -0.22 0.53

Now the Löwdin charges, all in e: N 0.14; C -0.70; O 0.02; O -0.01; H 0.10; H 0.10; C -0.25; C -0.27; C -0.11; N 0.01; H 0.11; H 0.12; H 0.10; H 0.11; H 0.08; H 0.08; H 0.07; H 0.03; H 0.14; H 0.14



Density functional theory data (ωB97M-V with the def2-TZVPD basis set) for a molecular structure, C5H7NO.

- orbital gap (eV) = 8.9
- energy relative to the best compared isomer or geometry (same formula, charge and spin) (kcal/mol) = 72.36

Element x y z (Å)
C 1.70 1.34 -0.14
C 0.44 0.58 0.13
C -0.42 0.75 1.16
O -1.48 -0.11 1.07
C -1.30 -0.80 -0.06
N -1.93 -2.05 -0.15
C -0.12 -0.45 -0.68
H 2.58 0.68 -0.14
H 1.86 2.11 0.62
H 1.65 1.83 -1.12
H -0.44 1.42 2.00
H -0.75 -2.07 0.01
H -2.03 -2.31 -1.13
H 0.26 -0.89 -1.60

Now the Löwdin charges, all in e: C -0.05; C -0.28; C -0.07; O 0.07; C -0.49; N 0.10; C -0.02; H 0.08; H 0.08; H 0.08; H 0.12; H 0.18; H 0.08; H 0.13



Density functional theory data (ωB97M-V with the def2-TZVPD basis set) for a molecular structure, C3H3FFeO2.

- multiplicity = 7
- orbital gap (alpha / beta) (eV) = 6.8 / 6.8
- energy relative to the best compared isomer or geometry (same formula, charge and spin) (kcal/mol) = 102.41
- net charge = +2

Element x y z (Å)
H 0.34 0.54 1.00
H 1.54 -0.69 0.46
O -0.41 -1.46 0.42
O -1.40 0.07 -0.87
C 0.58 -0.57 0.98
C -0.46 1.09 -0.84
C -1.35 -1.19 -0.42
H 0.68 -0.87 2.03
F 0.75 0.65 -0.39
Fe -0.26 2.42 -2.36

Now the Löwdin charges, all in e: H 0.13; H 0.15; O 0.11; O 0.05; C -0.02; C -0.21; C 0.26; H 0.14; F -0.10; Fe 1.49



Density functional theory data (ωB97M-V with the def2-TZVPD basis set) for a molecular structure, C28H22N4O3SeTeV.

- orbital gap (alpha / beta) (eV) = 4.2 / 3.9
- net charge = +3

Element x y z (Å)
V 0.28 -0.76 0.78
O -2.81 -4.58 -1.69
C -1.54 -4.88 -1.90
C -1.28 -6.01 -2.69
C 0.01 -6.40 -2.94
C 1.11 -5.68 -2.43
C 0.89 -4.57 -1.67
C -0.44 -4.14 -1.39
C -0.66 -2.99 -0.60
O 0.44 -2.27 -0.14
N -1.80 -2.52 -0.20
N -1.58 -1.47 0.68
C -2.61 -1.17 1.46
C -2.56 -0.27 2.54
C -3.68 -0.11 3.38
C -3.58 0.68 4.51
C -2.37 1.30 4.82
C -1.24 1.17 4.00
C -1.38 0.40 2.89
O -0.32 0.20 2.00
H -2.90 -3.82 -1.09
H -2.13 -6.56 -3.07
H 0.18 -7.28 -3.54
H 2.12 -6.02 -2.63
H 1.72 -4.02 -1.27
H -3.52 -1.73 1.27
H -4.61 -0.62 3.14
H -4.43 0.80 5.16
H -2.30 1.91 5.71
H -0.31 1.66 4.24
C 1.13 2.10 -1.66
Te -0.14 0.39 -1.59
C -1.70 1.81 -1.33
C -1.17 2.94 -2.18
C -2.04 3.83 -2.80
C -1.53 4.87 -3.55
C -0.16 5.02 -3.71
C 0.71 4.12 -3.12
C 0.21 3.08 -2.34
H 2.01 1.84 -2.24
H 1.42 2.37 -0.65
H -1.79 2.04 -0.27
H -2.63 1.37 -1.69
H -3.11 3.72 -2.69
H -2.20 5.57 -4.04
H 0.24 5.82 -4.32
H 1.78 4.22 -3.26
Se 3.34 -1.76 0.09
N 2.18 -0.43 0.69
C 2.96 0.54 1.29
C 2.53 1.75 1.84
C 3.48 2.58 2.39
C 4.86 2.26 2.44
C 5.32 1.09 1.90
C 4.36 0.21 1.30
N 4.71 -0.93 0.73
H 1.49 2.05 1.82
H 3.16 3.52 2.82
H 5.55 2.95 2.90
H 6.36 0.81 1.90

Now the Löwdin charges, all in e: V 0.83; O 0.14; C -0.22; C 0.03; C 0.01; C -0.04; C -0.01; C -0.08; C -0.32; O -0.30; N 0.10; N -0.10; C 0.06; C -0.12; C 0.05; C 0.01; C 0.03; C 0.05; C -0.21; O -0.17; H 0.08; H 0.14; H 0.13; H 0.12; H 0.08; H 0.17; H 0.14; H 0.14; H 0.14; H 0.14; C -0.32; Te 1.71; C -0.32; C -0.31; C -0.01; C -0.02; C -0.02; C -0.01; C -0.31; H 0.08; H 0.06; H 0.07; H 0.08; H 0.13; H 0.13; H 0.13; H 0.13; Se 1.32; N -0.36; C -0.30; C -0.02; C 0.02; C 0.00; C 0.06; C -0.33; N -0.16; H 0.11; H 0.14; H 0.14; H 0.15



Density functional theory data (ωB97M-V with the def2-TZVPD basis set) for 3 unconnected molecules or ions with the total composition C6H17N3P.

- orbital gap (alpha / beta) (eV) = 4.7 / 4.7
- energy relative to the best compared isomer or geometry (same formula, charge and spin) (kcal/mol) = 65.23
- net charge = +1

Element x y z (Å)
C 0.18 0.62 -0.16
C 0.00 -0.65 0.68
C -1.26 0.91 -0.46
C -7.10 -0.74 -0.63
C 6.92 0.15 0.02
C -5.67 -0.28 -0.65
N -1.32 -0.47 1.20
N -2.06 0.33 0.36
N 8.34 0.61 -0.29
P -5.10 1.12 0.17
H 0.56 1.58 0.35
H 0.75 0.43 -1.18
H -0.04 -1.52 0.10
H 0.67 -0.76 1.47
H -1.58 1.58 -1.27
H -7.29 -1.70 -1.22
H -7.81 0.09 -1.16
H -7.68 -0.76 0.37
H 6.11 0.80 -0.16
H 6.71 -0.81 -0.39
H 7.01 0.01 1.06
H -4.98 -0.65 -1.40
H -1.82 -1.19 1.66
H 8.50 0.22 -1.20
H 8.52 1.60 -0.27
H -5.75 1.45 1.41
H -3.69 1.19 0.33

Now the Löwdin charges, all in e: C -0.14; C -0.18; C -0.18; C -0.17; C -0.16; C -0.35; N -0.07; N -0.06; N -0.05; P 1.04; H 0.14; H 0.15; H 0.10; H 0.11; H 0.12; H 0.10; H 0.15; H 0.11; H 0.04; H 0.06; H 0.04; H 0.07; H 0.12; H 0.03; H 0.04; H -0.01; H -0.07



Density functional theory data (ωB97M-V with the def2-TZVPD basis set) for 4 unconnected molecules or ions with the total composition C5H12N2O.

- orbital gap (eV) = 9.1
- energy relative to the best compared isomer or geometry (same formula, charge and spin) (kcal/mol) = 148.32

Element x y z (Å)
C 0.56 0.08 1.92
C -0.43 0.73 -1.10
C -0.49 -0.56 2.78
C 1.60 -0.61 1.40
N -0.95 0.61 0.09
C -0.99 0.04 -2.27
O -0.21 1.56 -3.73
N -0.87 0.35 -3.50
H -0.21 1.63 -4.69
H -1.48 -0.25 0.18
H 0.64 1.15 2.02
H -0.02 1.71 -1.31
H 1.03 -0.72 -1.12
H -1.46 -0.92 -2.10
H -0.57 -1.63 2.60
H -0.24 -0.42 3.84
H -1.47 -0.08 2.62
H 1.69 -1.68 1.56
H 2.52 -0.09 1.14
H 1.34 -0.88 -0.35

Now the Löwdin charges, all in e: C -0.28; C -0.27; C -0.12; C -0.12; N 0.08; C -0.19; O -0.07; N -0.01; H 0.09; H 0.07; H 0.10; H 0.11; H 0.09; H 0.11; H 0.08; H 0.08; H 0.06; H 0.07; H 0.06; H 0.05



Density functional theory data (ωB97M-V with the def2-TZVPD basis set) for 5 unconnected molecules or ions with the total composition CH12N2O4.

- orbital gap (eV) = 9.8
- energy relative to the best compared isomer or geometry (same formula, charge and spin) (kcal/mol) = 29.56

Element x y z (Å)
H 2.00 -1.08 2.47
N 1.90 -0.20 1.88
C 0.62 0.15 1.85
N 0.09 0.90 0.88
H -0.14 -0.33 2.47
H 0.82 1.23 0.15
H -0.86 0.93 0.56
O -2.17 -0.77 -1.50
H -3.04 -0.54 -1.87
H -1.42 -0.89 -2.12
O 0.66 0.37 -2.34
H 1.07 1.09 -2.66
H 1.38 -0.12 -1.84
O 2.71 0.00 -0.73
H 2.70 -0.26 0.21
H 3.42 0.73 -0.69
O -3.29 -0.23 0.99
H -4.12 -0.71 1.12
H -2.81 -0.88 0.47

Now the Löwdin charges, all in e: H 0.07; N -0.01; C -0.34; N 0.10; H 0.11; H 0.12; H 0.08; O -0.08; H 0.05; H 0.04; O -0.05; H -0.04; H 0.03; O -0.12; H -0.02; H 0.10; O -0.08; H 0.04; H -0.01



Density functional theory data (ωB97M-V with the def2-TZVPD basis set) for CH2N2O3S in the gas phase.

- orbital gap (eV) = 11.4
- energy relative to the best compared isomer or geometry (same formula, charge and spin) (kcal/mol) = 5.71

Element x y z (Å)
N -1.49 0.06 -0.01
S -0.10 -0.86 -0.04
O -0.27 -1.79 -1.13
O 0.31 -1.36 1.25
N 0.91 0.45 -0.31
C 1.88 1.14 -0.07
O 2.74 1.87 0.17
H -1.71 0.69 0.66
H -2.27 -0.19 -0.51

Now the Löwdin charges, all in e: N -0.03; S 0.61; O -0.27; O -0.28; N 0.01; C -0.32; O 0.20; H 0.04; H 0.05



no.,maximum force (hartree/bohr)
1,0.0453
2,0.0866
3,0.2080
4,0.0446
5,0.0543
6,0.0653
7,0.1081
8,0.0714